Entry from OMol25: a structure of composition C7H9Cl at a distorted geometry (ωB97M-V with the def2-TZVPD basis set).

Summary:
Multiplicity ... 1
E_HOMO ... -8.850 eV
E_LUMO ... 0.9 eV
Orbital gap ... 9.77 eV
Molecular weight ... 128.6 g mol⁻¹
E_tot ... -732.18556 Eh

Cartesian coordinates (Å):
C 0.7505 -0.1445 -0.0245
C -0.0645 -1.2597 -0.0674
C -1.5274 -1.0000 0.2244
C -1.6764 0.1701 1.0768
C -1.4010 0.9889 -0.1844
C -1.8633 -0.1114 -1.0372
C 0.1675 1.2858 -0.0371
H 0.5252 -2.0557 -0.1407
H -1.9255 -2.1514 0.3232
H -1.0827 0.3483 1.9662
H -2.7694 0.0102 1.4816
H -1.6106 2.0437 -0.1083
H -2.9902 -0.0977 -1.1461
H -1.4277 -0.2349 -2.0558
H 0.3576 1.8347 0.8314
H 0.3733 1.8206 -0.9783
Cl 2.6023 -0.0643 0.0073

Entry from OMol25: a structure of composition C36H35N10O2V at a distorted geometry (ωB97M-V with the def2-TZVPD basis set).

Summary:
Total charge ... +1
Multiplicity ... 2
E_HOMO (alpha / beta) ... -9.778 / -9.766 eV
E_LUMO (alpha / beta) ... -4.8 / -4.5 eV
Orbital gap (alpha / beta) ... 4.99 / 5.23 eV
Molecular weight ... 690.7 g mol⁻¹
Expectation value of S² ... 0.868
E_tot ... -3034.55871 Eh

Cartesian coordinates (Å):
V -0.4503 0.1312 0.0300
O -0.8815 0.8684 1.9164
C -1.8368 0.3805 2.6294
C -1.7637 0.2914 4.0782
C -2.8804 0.0004 4.7962
C -4.0550 -0.5449 4.2282
C -4.1031 -0.7889 2.8779
C -3.1253 -0.0744 2.1060
C -3.3222 -0.0153 0.7006
N -2.4348 0.2306 -0.2880
N -2.9158 0.5898 -1.4879
C -1.9642 0.3460 -2.4433
O -0.7353 0.0920 -2.1078
C -2.4484 0.2839 -3.8406
C -1.4880 -0.0379 -4.8493
C -2.0001 -0.0509 -6.1272
C -3.3477 0.3107 -6.4192
C -4.2624 0.4742 -5.3764
C -3.8009 0.3411 -4.0618
H -0.8166 0.5711 4.5350
H -3.0106 0.2804 5.8443
H -4.8728 -0.8467 4.8602
H -4.9645 -1.3192 2.4622
H -4.2350 -0.3783 0.2565
H -0.4659 -0.1010 -4.6052
H -1.3738 -0.4346 -6.9257
H -3.7814 0.2979 -7.4714
H -5.3298 0.6486 -5.5369
H -4.4714 0.3105 -3.2167
C 3.2728 3.0470 1.2489
N 2.7656 1.7002 1.5855
C 2.1741 1.8023 2.9001
C 3.2657 0.5443 1.0621
C 4.7132 0.4728 0.8317
C 5.3063 -0.6292 0.3006
C 4.5635 -1.7598 0.0127
C 3.2125 -1.7369 0.1595
C 2.4900 -0.6128 0.6894
N 1.1596 -0.8489 0.8633
C 0.7185 -1.9880 1.5849
C 1.3932 -2.2570 2.7900
C 0.8875 -3.2301 3.6394
C -0.2118 -3.9661 3.2258
C -0.8864 -3.7212 2.0151
C -0.4005 -2.7621 1.1457
N -1.0129 -2.4608 -0.0700
C -2.3712 -2.9564 -0.2517
C -0.1798 -2.9269 -1.1854
H 4.2262 3.2549 1.7798
H 2.5290 3.7911 1.6284
H 3.4308 3.2185 0.1691
H 1.6545 0.8529 3.2862
H 1.5092 2.6685 2.9946
H 2.9779 2.0757 3.6653
H 5.3014 1.3483 1.1024
H 6.3240 -0.5062 0.0649
H 5.0489 -2.6830 -0.1554
H 2.6198 -2.6246 0.0030
H 2.3882 -1.8120 2.9261
H 1.3628 -3.5242 4.6176
H -0.5520 -4.8740 3.8030
H -1.6054 -4.3531 1.6150
H -2.3019 -3.9991 -0.6682
H -2.8241 -2.2518 -0.9403
H -3.0347 -3.1033 0.6031
H -0.8980 -2.9529 -2.0998
H 0.2377 -3.9328 -0.9962
H 0.6840 -2.3285 -1.2978
N 3.6654 1.8207 -3.0413
C 3.3012 0.6523 -2.4736
N 2.3416 0.8505 -1.5598
C 2.0360 2.1746 -1.7201
N 2.8263 2.7950 -2.5784
C 1.0081 2.8626 -1.0495
C 1.1284 4.2519 -1.0122
N 0.2284 5.0659 -0.4625
C -0.8412 4.4080 0.0707
C -0.9694 3.0732 0.0457
N 0.0423 2.2836 -0.3213
H 4.1624 1.9834 -3.9058
H 3.8184 -0.3320 -2.6074
H 1.8510 4.7466 -1.5799
H -1.5768 5.0004 0.5513
H -1.8225 2.5316 0.4316

Entry from OMol25: a structure of composition C50H48BrN6OS3SeSiTl at a distorted geometry (ωB97M-V with the def2-TZVPD basis set).

Summary:
Multiplicity ... 1
E_HOMO (alpha / beta) ... -5.639 / -5.634 eV
E_LUMO (alpha / beta) ... -0.9 / -1.9 eV
Orbital gap (alpha / beta) ... 4.72 / 3.75 eV
Molecular weight ... 1236.5 g mol⁻¹
E_tot ... -8969.76356 Eh

Cartesian coordinates (Å):
Tl -0.7159 0.4482 -0.8629
S -2.9944 2.0249 -1.2838
C -3.1503 2.2130 -2.9904
C -4.3240 2.8427 -3.4366
C -4.5630 3.0735 -4.7688
C -3.6247 2.6710 -5.7203
C -2.4709 2.0551 -5.3105
C -2.1977 1.8075 -3.9570
S -0.7016 1.0164 -3.6251
H -5.0395 3.1498 -2.6886
H -5.4714 3.5709 -5.0744
H -3.7965 2.8384 -6.7731
H -1.7259 1.7434 -6.0274
N 1.9218 -2.4862 2.3996
C 2.8290 -3.4342 1.9286
C 3.4354 -4.3101 2.8142
C 4.3507 -5.2515 2.3579
C 4.6627 -5.3196 1.0159
C 4.0600 -4.4421 0.1226
C 3.1575 -3.5036 0.5767
S 2.3941 -2.3757 -0.5780
N 1.4107 -1.4167 0.3564
C 1.2888 -1.5419 1.6191
C 0.4455 -0.6008 2.3709
C 0.7201 -0.3209 3.7122
C -0.1340 0.5122 4.4110
C -1.2369 1.0415 3.7564
C -1.4095 0.7404 2.4152
N -0.5892 -0.0496 1.7428
H 1.5562 -2.6454 3.3233
H 3.1874 -4.2532 3.8645
H 4.8023 -5.9353 3.0605
H 5.3687 -6.0501 0.6569
H 4.2820 -4.4839 -0.9305
H 1.5999 -0.7249 4.1881
H 0.0555 0.7410 5.4502
H -1.9388 1.6761 4.2723
H -2.2525 1.1172 1.8557
C -4.1158 3.4915 1.7874
N -3.3316 4.4345 2.5301
C -3.7892 5.2448 3.5330
C -2.7600 6.0221 3.9400
N -1.6679 5.6829 3.1864
C -0.3473 6.2465 3.2287
C -2.0245 4.7037 2.3211
Se -0.8998 3.9163 1.1356
H -5.0079 3.9727 1.3874
H -4.4155 2.6544 2.4197
H -3.5181 3.1218 0.9544
H -4.8041 5.2059 3.8669
H -2.7240 6.7806 4.6938
H -0.3211 7.0867 3.9195
H -0.0634 6.5778 2.2263
H 0.3724 5.4849 3.5409
C 1.0430 -6.1960 0.7910
C 0.0280 -5.0932 0.7545
C -0.3788 -4.5517 -0.4144
C -1.5443 -3.6331 -0.5245
C -2.9193 -2.2986 -2.2983
C -1.8424 -2.9417 0.7866
C -2.5580 -1.7344 0.9137
O -2.7073 -0.8183 0.0851
C -1.4330 -3.5837 1.9845
C -1.9232 -3.1171 3.3322
C -0.5576 -4.6407 1.9641
H 1.6417 -6.2018 -0.1160
H 0.5264 -7.1542 0.8632
H 1.7059 -6.1071 1.6497
H 0.1205 -4.8554 -1.3219
H -2.8912 -1.9339 -3.3247
H -3.1734 -1.4660 -1.6521
H -3.6939 -3.0573 -2.2102
H -3.0255 -1.5741 1.8999
H -1.5088 -2.1483 3.6069
H -1.6367 -3.8370 4.0960
H -3.0086 -3.0348 3.3422
H -0.2489 -5.1015 2.8930
Br -2.4456 -5.3107 -3.2200
C -1.1991 -3.8928 -2.9853
C -0.0852 -3.8676 -3.7551
C 0.8288 -2.8195 -3.5675
C 0.5146 -1.8350 -2.6438
N -0.5748 -1.7918 -1.9155
C -1.5276 -2.8591 -1.9428
H 0.0988 -4.6299 -4.5018
H 1.7345 -2.7559 -4.1446
H 1.1861 -0.9900 -2.5371
H -2.4288 -4.2756 -0.6953
C 1.8275 6.2989 -1.5683
C 2.2470 5.9005 -0.3103
C 2.1630 4.5715 0.0568
C 1.6466 3.6147 -0.8162
C 1.2075 4.0342 -2.0689
C 1.3059 5.3628 -2.4437
Si 1.6270 1.7972 -0.2709
C 3.0537 0.9407 -1.1700
C 3.0737 0.8310 -2.5582
C 4.1451 0.2438 -3.2072
C 5.2193 -0.2384 -2.4783
C 5.2202 -0.1242 -1.0992
C 4.1446 0.4587 -0.4535
H 1.9023 7.3360 -1.8627
H 2.6366 6.6265 0.3896
H 2.4836 4.2677 1.0429
H 0.7692 3.3213 -2.7527
H 0.9649 5.6678 -3.4218
H 1.8270 1.7051 1.1894
H 2.2397 1.2028 -3.1361
H 4.1419 0.1675 -4.2843
H 6.0567 -0.6972 -2.9852
H 6.0607 -0.4866 -0.5245
H 4.1482 0.5441 0.6238